# 1
The following is a quantum chemistry calculation of a molecular structure, C22H42NP3PtS, from the OMol25 dataset.

Calculated values
E_LUMO (alpha / beta): -11.54 / -15.89 eV
F_max: 4.541 eV/Å
Frontier orbital gap (alpha / beta): 7.92 / 3.82 eV
Molar mass: 640.65 g/mol
Energy above the lowest of the compared OMol25 structures with the same formula, charge and spin: 19.8 kcal per mole

Structure (ORCA input):
```
! RIJCOSX wB97M-V def2-TZVPD def2/J DEFGRID3
* xyz 4 5
Pt 0.05452 0.74835 -0.12887
S -0.93145 -0.47268 -2.31780
P 0.93343 1.96810 -2.00537
P -2.02965 1.64410 0.31192
P 1.85515 1.19557 1.25975
N -0.76555 -1.06604 3.23472
C -2.43083 1.67690 2.08704
C -0.23953 2.41348 -3.32979
C 1.67431 3.58282 -1.58372
C 0.07410 -3.78133 -4.37399
C -2.12224 3.39003 -0.20720
C -1.00398 -3.90046 -5.26473
C 2.20764 0.94147 -2.79526
C -1.07437 -0.92847 5.62045
C 1.23094 -4.07960 0.43697
C 2.16164 0.12215 2.68799
C -2.03231 -2.94173 -5.25044
C -3.42072 0.76732 -0.45233
C -1.06658 -2.36762 3.27613
C 2.21942 -3.56413 1.18471
C -1.41053 -3.01482 4.47481
C -0.74822 -0.36435 4.37960
C 1.74060 2.88174 1.96732
C -1.41590 -2.28470 5.66651
C -0.89351 -1.75719 -3.43437
C 3.46471 1.13364 0.41548
C -1.97868 -1.87885 -4.35755
C 0.14406 -2.72350 -3.47322
H -0.28915 1.60970 -4.07412
H -2.88180 -3.02787 -5.93412
H 1.71696 3.64911 1.18417
H 0.32101 -4.51056 0.88498
H -3.42975 2.11344 2.22827
H -0.46146 0.69214 4.30407
H 0.12655 3.33747 -3.80181
H -1.04257 -4.73867 -5.96351
H 2.59625 3.47877 -1.00158
H 4.23403 1.04599 1.19375
H -1.04051 -0.28757 6.49937
H 3.66184 2.03913 -0.16793
H -1.67068 -2.75923 6.60833
H 3.24527 0.04912 2.84394
H -2.75955 -1.12233 -4.32218
H 2.15907 -3.55353 2.27426
H 3.53249 0.25568 -0.23643
H 2.44737 0.06041 -2.19059
H 1.90169 4.09135 -2.53114
H 3.11148 1.54646 -2.95007
H 1.31181 -4.12811 -0.65264
H -2.40560 0.65551 2.48380
H -3.59395 -0.16476 0.10061
H -4.31962 1.39732 -0.39415
H 2.61558 3.03553 2.60874
H -3.20502 0.51663 -1.49944
H -1.03409 -2.92491 2.33387
H 0.83277 2.96178 2.58020
H -1.39161 3.98673 0.35624
H 1.82322 0.59660 -3.76250
H 1.74382 -0.87487 2.51543
H -1.25115 2.58626 -2.94696
H -3.13166 3.76192 0.01823
H -1.92955 3.50652 -1.28062
H -1.65584 -4.07531 4.43413
H 0.96613 -2.61464 -2.77517
H -1.69396 2.28394 2.62889
H 0.86669 -4.53327 -4.38580
H 0.95328 4.19235 -1.02264
H 1.69904 0.55742 3.58103
H 3.13886 -3.16504 0.74244
H -0.01414 1.13314 1.45989
*
```

Löwdin atomic charge list, values in e, 8 entries: 0.56 0.76 0.67 0.68 0.67 0.21 -0.23 -0.24



# 2
The following is a quantum chemistry calculation of a single C9H13NS molecule, from the OMol25 dataset.

Calculated values
E_LUMO: 0.71 eV
F_max: 5.163 eV/Å
Frontier orbital gap: 7.96 eV
Molar mass: 167.28 g/mol
Energy above the lowest of the compared OMol25 structures with the same formula, charge and spin: 158.2 kcal per mole

Structure (ORCA input):
```
! RIJCOSX wB97M-V def2-TZVPD def2/J DEFGRID3
* xyz 0 1
S -0.09271 -0.22647 1.09840
N 0.77904 -1.69267 1.23970
C -1.57930 -0.50552 2.07438
C -1.20173 -0.95414 -2.81858
C -1.07837 -1.02147 -1.40545
C 0.99154 0.77995 1.89744
C -0.32348 -0.19020 -3.57839
C 0.71467 0.42805 -2.91868
C -0.05215 -0.32608 -0.79043
C 0.80695 0.40428 -1.54194
C 0.74655 1.92316 2.83368
H 1.41615 1.83899 3.64734
H 1.92179 0.80995 1.15106
H 1.62081 -1.47102 1.74952
H -0.52223 -0.19368 -4.57607
H 1.66391 1.01738 -1.27908
H 1.42674 0.98092 -3.38947
H -0.28777 1.82795 3.06643
H -2.24039 -1.08237 1.58351
H -2.13184 -1.48474 -3.32607
H 1.03066 2.74783 2.28797
H -2.08848 0.34599 2.16995
H 0.20591 -2.46236 1.54167
H -1.72628 -1.49374 -0.71689
*
```

Löwdin atomic charge list, values in e, 8 entries: 0.93 -0.14 -0.21 -0.06 -0.08 -0.43 -0.08 -0.07



# 3
The following is a quantum chemistry calculation of a single C3H3NOS2 molecule, from the OMol25 dataset.

Calculated values
E_LUMO: -0.23 eV
F_max: 4.078 eV/Å
Frontier orbital gap: 9.44 eV
Molar mass: 133.20 g/mol
Energy above the lowest of the compared OMol25 structures with the same formula, charge and spin: 22.2 kcal per mole

Structure (ORCA input):
```
! RIJCOSX wB97M-V def2-TZVPD def2/J DEFGRID3
* xyz 0 1
S 1.01154 1.25009 -0.51184
S -1.87241 1.53503 -1.53800
O -0.00422 -2.19014 0.77284
N -1.01872 -0.36835 -0.04009
C 0.08003 -1.02207 0.51634
C -0.62894 0.82133 -0.45579
C 1.37000 -0.23358 0.47776
H 2.16472 -0.84790 0.04570
H 1.71755 -0.00128 1.40600
H -2.81955 1.05687 -0.67293
*
```

Löwdin atomic charge list, values in e, 8 entries: 0.96 0.75 0.10 0.02 -0.55 -1.02 -0.32 0.10